Entry 1:
{
  "formula": "C2H4N2O2",
  "method": "ωB97M-V/def2-TZVPD",
  "relative_energy_ev": 6.461,
  "lumo_ev": 0.53,
  "mol_weight_g_mol": 88.1,
  "smiles": "C=NO/C=N\\O",
  "gap_ev": 9.7,
  "spin_multiplicity": 1,
  "symbols": ["C", "N", "O", "C", "N", "O", "H", "H", "H", "H"],
  "xyz": [[1.48021, 1.00009, 0.01661], [1.14504, 0.29996, -0.96749], [-0.19284, -0.10621, -0.79716], [-0.38319, -0.84075, 0.28776], [-1.58525, -1.17874, 0.71318], [-2.48663, -0.45903, 0.02764], [2.62908, 1.28978, -0.15904], [0.90183, 1.15440, 0.95991], [0.60172, -1.37579, 0.59816], [-2.10997, 0.21629, -0.67957]],
  "atomic_forces_ev_per_a": [[4.0, 0.6, 0.2], [-0.7, 0.4, -0.1], [-0.8, 0.5, -1.3], [0.1, -3.9, 2.2], [4.4, 1.4, -1.1], [-2.0, 2.2, -2.2], [-2.7, -0.2, 1.1], [0.5, 0.2, -1.0], [-2.2, 0.8, 0.1], [-0.5, -2.1, 2.1]],
  "nbo_charge": [-0.119, -0.095, -0.416, 0.229, -0.124, -0.559, 0.221, 0.214, 0.184, 0.465]
}

Entry 2:
{
  "formula": "C2H4N2O2",
  "method": "ωB97M-V/def2-TZVPD",
  "relative_energy_ev": 4.699,
  "lumo_ev": -0.52,
  "mol_weight_g_mol": 88.1,
  "smiles": "N/C(C=O)=N\\O",
  "gap_ev": 9.6,
  "spin_multiplicity": 1,
  "symbols": ["N", "C", "C", "O", "N", "O", "H", "H", "H", "H"],
  "xyz": [[0.60838, 0.44231, 0.78163], [-0.08962, -0.11405, -0.40537], [-0.39262, -1.51924, -0.11775], [-0.90616, -2.24401, -1.01977], [-0.66482, 0.69732, -1.23269], [-0.23254, 1.92434, -1.14788], [1.50022, 0.11858, 0.78729], [0.04213, 0.49401, 1.71867], [-0.02255, -1.88505, 0.83672], [0.15758, 2.08579, -0.20085]],
  "atomic_forces_ev_per_a": [[-4.3, 2.0, 0.2], [-0.8, 1.2, 3.7], [-2.1, -2.3, -5.7], [1.5, 1.7, 3.5], [1.1, -2.5, -0.1], [0.1, 2.6, 1.6], [3.1, -0.9, 1.0], [1.8, -0.6, -2.6], [-0.2, -0.3, 0.3], [-0.3, -0.8, -1.8]],
  "nbo_charge": [-0.931, 0.142, 0.338, -0.482, 0.027, -0.496, 0.380, 0.406, 0.140, 0.476]
}

Entry 3:
{
  "formula": "C2H4N2O2",
  "method": "ωB97M-V/def2-TZVPD",
  "relative_energy_ev": 6.972,
  "lumo_ev": [-0.68, -0.73],
  "mol_weight_g_mol": 88.1,
  "gap_ev": [7.8, 7.7],
  "spin_multiplicity": 1,
  "symbols": ["C", "C", "N", "N", "O", "O", "H", "H", "H", "H"],
  "xyz": [[-0.67734, 0.88487, -0.01350], [1.50670, -0.62878, -0.12197], [0.13876, -0.24491, 0.05257], [2.59899, 0.14558, -0.02276], [3.66374, -0.42565, 0.00488], [2.49369, 1.33388, 0.01358], [-1.78437, 0.80847, 0.08448], [-0.10948, 1.75401, -0.12099], [1.84501, -1.56744, 0.17004], [-0.31106, -1.21688, 0.13416]],
  "atomic_forces_ev_per_a": [[2.0, -4.4, 0.5], [-3.5, 0.5, 0.3], [-0.8, -0.5, -0.5], [0.2, 0.5, -0.3], [1.7, -1.1, 0.1], [-0.7, 3.5, 0.1], [1.4, -0.2, -0.1], [0.4, 1.4, -0.2], [-0.8, -2.0, 0.2], [0.1, 2.3, -0.1]],
  "nbo_charge": [-0.170, -0.096, -0.407, 0.481, -0.444, -0.447, 0.220, 0.222, 0.211, 0.431]
}

Entry 4:
{
  "formula": "C2H4N2O2",
  "method": "ωB97M-V/def2-TZVPD",
  "relative_energy_ev": 5.487,
  "lumo_ev": 0.77,
  "mol_weight_g_mol": 88.1,
  "gap_ev": 7.4,
  "spin_multiplicity": 1,
  "symbols": ["C", "C", "N", "O", "N", "O", "H", "H", "H", "H"],
  "xyz": [[0.29233, 0.53531, -0.72875], [-0.13374, -0.20960, 0.31859], [-1.27387, -0.64492, 0.85162], [-0.27110, 1.18601, -1.70323], [1.13037, -0.53670, 0.67733], [1.56615, 0.35809, -0.52606], [0.42448, 1.44250, -2.32842], [-1.25736, -1.11299, 1.74825], [-1.98776, -1.02599, 0.23906], [1.51050, 0.00829, 1.45161]],
  "atomic_forces_ev_per_a": [[-4.1, -1.6, 3.1], [-1.5, 2.5, -3.0], [-2.9, -1.1, 1.3], [0.1, 1.2, -2.0], [4.1, -0.4, -0.5], [4.1, -1.0, 1.3], [-0.3, 0.0, -0.1], [0.1, 0.3, -0.3], [0.4, 0.0, 0.1], [0.1, 0.2, 0.0]],
  "nbo_charge": [0.465, 0.050, -0.834, -0.647, -0.249, -0.386, 0.490, 0.384, 0.386, 0.339]
}

Entry 5:
{
  "formula": "C2H4N2O2",
  "method": "ωB97M-V/def2-TZVPD",
  "relative_energy_ev": 7.280,
  "lumo_ev": 0.03,
  "mol_weight_g_mol": 88.1,
  "smiles": "O=[N+]([O-])N1CC1",
  "gap_ev": 10.5,
  "spin_multiplicity": 1,
  "symbols": ["O", "N", "O", "N", "C", "C", "H", "H", "H", "H"],
  "xyz": [[-2.21600, 0.34478, -0.66926], [-1.45891, 0.40053, 0.28930], [-1.83180, 0.20422, 1.42755], [-0.16480, 0.80517, 0.02737], [1.13369, -0.30901, 0.49756], [0.56191, -0.06922, -0.87191], [0.86685, -1.14089, 1.22033], [1.97056, 0.05199, 1.04463], [1.28368, 0.52046, -1.61200], [-0.14517, -0.80804, -1.35358]],
  "atomic_forces_ev_per_a": [[0.7, 0.1, -0.2], [-1.9, -0.9, 0.2], [0.9, 0.3, 0.0], [3.4, -1.0, 1.4], [-3.5, -0.5, 0.8], [1.0, 0.6, -1.6], [-0.9, 0.7, -1.7], [0.8, 1.7, -0.8], [-1.8, -1.4, 1.5], [1.4, 0.5, 0.4]],
  "nbo_charge": [-0.392, 0.600, -0.367, -0.260, -0.234, -0.271, 0.227, 0.229, 0.226, 0.242]
}

Entry 6:
{
  "formula": "C2H4N2O2",
  "method": "ωB97M-V/def2-TZVPD",
  "relative_energy_ev": 1.522,
  "lumo_ev": [0.79, -2.62],
  "mol_weight_g_mol": 88.1,
  "gap_ev": [8.0, 7.8],
  "spin_multiplicity": 3,
  "symbols": ["C", "C", "N", "N", "O", "O", "H", "H", "H", "H"],
  "xyz": [[-1.66707, 0.60540, -0.04676], [0.68157, 0.47009, -0.02170], [1.75074, -0.74483, -0.14908], [-0.65876, -0.15482, -0.14351], [0.97376, 1.60235, -0.12527], [-0.69139, -1.43867, -0.23394], [-2.57244, 0.07972, -0.23868], [-1.44533, 1.68406, 0.20592], [1.14728, -1.58064, 0.19394], [2.48164, -0.52266, 0.55908]],
  "atomic_forces_ev_per_a": [[-6.2, 5.0, 0.8], [2.1, -6.2, -1.6], [-3.3, 1.5, 2.2], [9.8, -2.4, -0.2], [-0.6, 1.4, 0.5], [-1.4, 0.2, 0.2], [-0.9, 0.5, 0.0], [-0.8, -1.6, -0.4], [1.9, 1.7, -0.7], [-0.7, -0.2, -0.7]],
  "nbo_charge": [-0.185, 0.741, -0.878, -0.139, -0.544, -0.188, 0.204, 0.231, 0.386, 0.372]
}

Entry 7:
{
  "formula": "C2H4N2O2P",
  "method": "ωB97M-V/def2-TZVPD",
  "relative_energy_ev": 2.709,
  "lumo_ev": 3.88,
  "mol_weight_g_mol": 119.0,
  "gap_ev": 9.3,
  "spin_multiplicity": 1,
  "total_charge": -1,
  "symbols": ["C", "C", "N", "N", "O", "O", "P", "H", "H", "H", "H"],
  "xyz": [[2.12666, 0.65362, -0.21385], [-0.44203, 0.82285, 0.21195], [3.01577, 1.34910, -0.01401], [-2.10310, -0.40965, -0.24783], [0.73036, -1.35598, -1.24066], [0.97444, -1.07491, 1.34193], [0.79791, -0.53860, 0.00577], [-0.44656, 1.73827, -0.34476], [-0.86823, 0.95297, 1.25280], [-1.66382, -1.18027, 0.38627], [-2.12142, -0.95740, -1.13760]],
  "atomic_forces_ev_per_a": [[0.8, -0.2, 0.3], [-3.5, -3.2, 0.3], [0.6, 0.7, -0.3], [2.4, -0.4, 1.9], [-0.3, 0.6, 0.5], [0.2, -1.2, 1.9], [-0.8, 1.0, -2.1], [-0.1, 0.1, -0.7], [0.9, -0.2, -1.3], [-1.1, 1.6, -1.0], [0.9, 1.1, 0.3]],
  "nbo_charge": [-0.111, -0.533, -0.401, -0.929, -1.120, -1.130, 2.131, 0.196, 0.221, 0.335, 0.342]
}

Entry 8:
{
  "formula": "C2H4N2O2S",
  "method": "ωB97M-V/def2-TZVPD",
  "relative_energy_ev": 1.352,
  "lumo_ev": -0.48,
  "mol_weight_g_mol": 120.1,
  "smiles": "NNC(=O)C(O)=S",
  "gap_ev": 8.9,
  "spin_multiplicity": 1,
  "symbols": ["N", "N", "C", "O", "C", "O", "S", "H", "H", "H", "H"],
  "xyz": [[0.36323, 2.28987, -0.06932], [0.96457, 1.18668, -0.71219], [0.93592, -0.11717, -0.33372], [1.75003, -0.93857, -0.71220], [-0.27161, -0.66888, 0.36225], [0.07582, -1.49814, 1.31736], [-1.79426, -0.26069, -0.03952], [0.23130, 2.03461, 0.91659], [-0.57091, 2.38900, -0.53085], [1.86094, 1.46808, -1.09214], [-0.70041, -1.84667, 1.79690]],
  "atomic_forces_ev_per_a": [[-1.5, -0.5, -0.1], [1.1, 0.4, 0.0], [0.2, -0.8, -1.0], [0.2, 0.4, 0.2], [-1.0, 0.8, 0.5], [0.2, -0.5, 0.6], [0.1, -0.2, 0.0], [-0.2, 0.4, -0.5], [0.9, 0.0, 1.0], [-0.1, -0.4, -0.2], [0.1, 0.2, -0.5]],
  "nbo_charge": [-0.633, -0.448, 0.554, -0.553, 0.152, -0.616, -0.074, 0.350, 0.368, 0.394, 0.505]
}

Entry 9:
{
  "formula": "C2H4N2O2S",
  "method": "ωB97M-V/def2-TZVPD",
  "relative_energy_ev": 3.822,
  "lumo_ev": -0.36,
  "mol_weight_g_mol": 120.1,
  "gap_ev": 9.8,
  "spin_multiplicity": 1,
  "symbols": ["C", "C", "N", "N", "O", "O", "S", "H", "H", "H", "H"],
  "xyz": [[-1.06226, 0.45389, 0.13380], [-1.64645, -0.60777, -0.64945], [-1.17577, 1.42167, 0.88774], [1.98358, -0.70790, 0.96099], [-0.27031, -0.13512, -0.87614], [2.17048, 1.31278, -0.30567], [2.31463, -0.11019, -0.40737], [-2.25849, -0.31651, -1.50936], [-1.65625, -1.69346, -0.48038], [-0.40473, 2.02386, 1.17089], [2.00555, -1.64125, 1.07496]],
  "atomic_forces_ev_per_a": [[0.5, -0.4, -1.3], [-0.1, -0.5, -1.3], [-0.2, -0.4, 0.8], [0.3, 4.2, -1.4], [-0.3, 1.1, 1.2], [0.2, 0.8, -0.7], [-0.4, -0.8, 2.2], [-0.2, -0.1, 0.5], [-0.3, 0.6, 0.7], [0.1, -0.4, -0.7], [0.3, -4.2, 0.1]],
  "nbo_charge": [0.558, -0.165, -0.655, -0.974, -0.536, -0.870, 1.481, 0.196, 0.205, 0.396, 0.361]
}

Entry 10:
{
  "formula": "C2H4N2O2S",
  "method": "ωB97M-V/def2-TZVPD",
  "relative_energy_ev": 6.168,
  "lumo_ev": -1.14,
  "mol_weight_g_mol": 120.1,
  "smiles": "O/N=C(\\C=S)NO",
  "gap_ev": 7.4,
  "spin_multiplicity": 1,
  "symbols": ["O", "N", "C", "C", "S", "N", "O", "H", "H", "H", "H"],
  "xyz": [[2.04495, -1.03193, 0.81430], [0.71985, -1.18638, 0.56925], [0.09628, -0.18824, 0.11631], [0.58429, 1.13116, -0.17251], [2.10551, 1.91260, 0.09389], [-1.34709, -0.26284, 0.02867], [-1.73565, 0.37245, -1.16309], [2.10296, -1.94007, 1.33730], [-0.34724, 1.82236, -0.78063], [-1.51357, -1.29855, -0.05257], [-2.71029, 0.66944, -0.79092]],
  "atomic_forces_ev_per_a": [[0.1, -3.3, 2.0], [-1.1, -0.7, -0.2], [-0.6, 1.4, 0.2], [0.9, 5.0, -1.7], [-3.4, -2.0, -0.5], [1.8, -2.4, 0.6], [-5.0, 0.8, 1.2], [0.9, 2.8, -1.5], [3.2, -2.1, 2.1], [-0.2, 1.2, -0.1], [3.5, -0.7, -2.1]],
  "nbo_charge": [-0.494, -0.127, 0.174, -0.326, 0.070, -0.326, -0.564, 0.492, 0.258, 0.356, 0.486]
}

Entry 11:
{
  "formula": "C2H4N2O2S",
  "method": "ωB97M-V/def2-TZVPD",
  "relative_energy_ev": 4.073,
  "lumo_ev": -0.22,
  "mol_weight_g_mol": 120.1,
  "smiles": "[H]/N=N/S(=O)(=O)C=C",
  "gap_ev": 10.1,
  "spin_multiplicity": 1,
  "symbols": ["H", "N", "N", "S", "O", "O", "C", "C", "H", "H", "H"],
  "xyz": [[-1.31144, -2.80712, 0.64042], [-0.70685, -2.05350, 0.25217], [-1.47100, -1.11322, 0.31443], [-0.95326, 0.40650, -0.27525], [-1.72403, 0.44790, -1.52746], [-1.34912, 1.34181, 0.74987], [0.83569, 0.51008, -0.50625], [1.74726, 0.91700, 0.34353], [1.01818, 0.00230, -1.43863], [2.78639, 0.96412, 0.27300], [1.12818, 1.38414, 1.17417]],
  "atomic_forces_ev_per_a": [[0.8, -0.4, -0.3], [-0.3, -1.0, 0.5], [-0.2, 0.6, 0.2], [-2.0, 2.5, -1.0], [2.1, -0.2, 1.4], [0.7, -0.6, -0.1], [-0.4, -2.1, -2.0], [-4.2, 1.5, 2.0], [0.4, 0.0, -0.4], [1.3, -0.1, -0.3], [1.8, -0.4, -0.2]],
  "nbo_charge": [0.332, -0.263, -0.308, 2.145, -0.899, -0.918, -0.479, -0.301, 0.227, 0.230, 0.235]
}

Entry 12:
{
  "formula": "C2H4N2O2S2",
  "method": "ωB97M-V/def2-TZVPD",
  "relative_energy_ev": 3.221,
  "lumo_ev": -0.38,
  "mol_weight_g_mol": 152.2,
  "smiles": "O=C(S)/C(=N/S)NO",
  "gap_ev": 8.7,
  "spin_multiplicity": 1,
  "symbols": ["O", "C", "S", "C", "N", "S", "N", "O", "H", "H", "H", "H"],
  "xyz": [[1.60225, -1.59284, 0.07985], [1.05334, -0.45936, 0.40349], [1.91662, 0.82448, 1.31952], [-0.24940, 0.02612, -0.15046], [-1.06311, 0.42695, 0.73160], [-2.70656, 0.36929, 0.24498], [-0.38975, -0.24514, -1.65607], [0.66554, -0.54466, -2.42869], [3.18047, 0.22545, 1.36315], [-3.25334, 0.91967, 1.26045], [-1.37269, -0.69847, -1.87258], [1.28862, -1.12013, -2.03916]],
  "atomic_forces_ev_per_a": [[-2.8, 5.0, 1.3], [4.0, -3.1, -1.4], [0.6, -1.0, -0.1], [1.2, -1.9, -3.2], [-1.2, -0.4, -0.5], [0.9, -0.5, -1.9], [-4.4, 0.5, 4.6], [-0.2, 1.3, -2.0], [-1.4, 0.3, -0.1], [-0.4, 0.8, 1.7], [3.0, 0.7, 0.1], [0.7, -1.7, 1.5]],
  "nbo_charge": [-0.577, 0.366, 0.033, 0.268, -0.541, 0.182, -0.342, -0.528, 0.165, 0.115, 0.378, 0.481]
}